Record 1
C55H46MoN4O7P2S2Si as an isolated structure at a distorted geometry. Source: OMol25; level of theory: wB97M-V/def2-TZVPD.

Energy relative to the best compared isomer or geometry (same formula, charge and spin) (eV): 4.569
Highest occupied orbital energy (alpha / beta) (eV): -6.177 / -6.233
Multiplicity: 3
Total charge: 0
DFT total energy (a.u.): -4705.91646

Geometry (Å):
Mo (0.30663, 0.11063, 0.20732)
C (-2.56075, 2.48189, -0.92309)
Si (-1.14160, 1.34134, -1.44046)
C (-0.02679, 2.50400, -2.48948)
C (-0.48380, 3.21847, -3.60273)
C (0.27916, 4.22199, -4.18298)
C (1.52043, 4.55335, -3.64764)
C (2.01159, 3.84410, -2.56392)
C (1.24976, 2.81951, -2.00259)
P (1.90542, 1.75993, -0.66439)
C (3.46694, 1.22692, -1.49459)
C (4.68701, 1.87116, -1.29641)
C (5.80768, 1.49320, -2.02402)
C (5.72626, 0.47452, -2.96191)
C (4.51328, -0.16476, -3.17946)
C (3.39616, 0.21742, -2.44850)
C (2.59275, 2.65653, 0.78200)
C (3.38101, 1.84174, 1.53222)
C (3.01450, 1.47431, 2.94821)
C (2.17385, 2.51079, 3.61149)
C (1.57076, 3.48366, 2.95563)
C (1.70497, 3.70052, 1.47194)
C (-2.08951, 0.11998, -2.56878)
C (-3.17672, 0.50563, -3.36067)
C (-4.00670, -0.43066, -3.95556)
C (-3.77747, -1.78427, -3.74296)
C (-2.69453, -2.19483, -2.98014)
C (-1.84337, -1.24806, -2.41233)
P (-0.26541, -1.60445, -1.52572)
C (-0.33617, -3.33737, -0.88576)
C (-0.68026, -4.41932, -1.70441)
C (-0.72019, -5.71118, -1.20368)
C (-0.39139, -5.95957, 0.12379)
C (0.00184, -4.90682, 0.93364)
C (0.03156, -3.61232, 0.42933)
C (0.73727, -1.91780, -3.07049)
C (0.62443, -1.01239, -4.13175)
C (1.33918, -1.19596, -5.30363)
C (2.18459, -2.29006, -5.44526)
C (2.32175, -3.18532, -4.39803)
C (1.61166, -2.99497, -3.21575)
H (-2.70638, 3.27118, -1.67178)
H (-2.35007, 2.94277, 0.04487)
H (-3.49309, 1.91797, -0.82263)
H (-1.46114, 2.98971, -4.02159)
H (-0.09638, 4.75803, -5.04681)
H (2.10380, 5.35662, -4.08214)
H (2.98602, 4.08486, -2.15078)
H (4.76021, 2.67288, -0.57259)
H (6.75103, 2.00061, -1.85961)
H (6.60307, 0.18783, -3.53037)
H (4.43156, -0.95362, -3.91681)
H (2.44195, -0.24394, -2.62840)
H (4.12525, 1.20457, 1.06923)
H (4.12223, 1.61333, 4.55844)
H (2.04407, 2.41225, 4.68678)
H (0.97923, 4.21685, 3.49106)
H (2.17697, 4.68183, 1.35272)
H (-3.39173, 1.56263, -3.48958)
H (-4.84584, -0.10947, -4.56043)
H (-4.44637, -2.52401, -4.16555)
H (-2.55553, -3.25169, -2.81444)
H (-0.87572, -4.26998, -2.75721)
H (-0.99960, -6.52770, -1.85939)
H (-0.41889, -6.97012, 0.51324)
H (0.29226, -5.08567, 1.96225)
H (0.36245, -2.81680, 1.07665)
H (-0.02865, -0.15340, -4.03778)
H (1.23746, -0.48051, -6.11037)
H (2.73519, -2.43931, -6.36589)
H (2.97706, -4.04263, -4.49538)
H (1.72534, -3.72771, -2.42415)
O (4.97088, -1.60738, 3.80937)
C (4.88229, -2.19350, 2.62809)
O (5.54628, -3.16685, 2.37071)
C (3.89451, -1.69893, 1.62527)
C (3.82424, -2.35218, 0.41575)
N (2.74208, -1.94074, -0.22954)
N (2.05294, -1.02129, 0.48673)
C (2.77655, -0.80260, 1.62691)
C (2.20323, 0.27665, 2.40672)
O (4.11149, 1.08681, 3.75243)
O (0.99787, 0.58220, 2.00925)
H (4.53545, -0.72692, 3.84755)
H (4.49003, -3.10731, 0.02602)
H (2.44741, -2.18672, -1.16006)
O (0.52560, 6.32341, 0.80316)
S (-0.17842, 5.11247, 0.40573)
N (0.39197, 3.77603, 0.81626)
O (-7.04906, 3.50003, 6.10945)
C (-6.70881, 2.33506, 5.50032)
O (-7.43336, 1.38496, 5.63472)
C (-5.45613, 2.32182, 4.70148)
C (-5.18908, 1.18753, 3.93615)
C (-4.03173, 1.08235, 3.19169)
C (-3.06324, 2.10799, 3.18750)
S (-1.53767, 1.95182, 2.36635)
C (-3.35597, 3.26039, 3.94324)
C (-4.52004, 3.35897, 4.68363)
H (-6.41314, 4.18789, 5.89184)
H (-5.91910, 0.38663, 3.94827)
H (-3.84190, 0.19049, 2.60356)
H (-2.63747, 4.07112, 3.94583)
H (-4.66815, 4.26558, 5.26492)
C (-3.78130, -3.91135, 3.31161)
C (-2.97097, -2.82752, 2.66131)
C (-3.31370, -2.30883, 1.41765)
C (-2.49457, -1.37987, 0.80939)
N (-1.33802, -0.95040, 1.33584)
C (-1.07083, -1.36319, 2.58715)
C (-1.84482, -2.28167, 3.26689)
H (-4.15500, -4.61035, 2.56344)
H (-4.64358, -3.48561, 3.83032)
H (-3.18596, -4.46056, 4.04043)
H (-4.21062, -2.63866, 0.90566)
H (-2.77789, -0.95448, -0.14116)
H (-0.20011, -0.93021, 3.05491)
H (-1.55373, -2.58188, 4.26714)

Record 2
A 2-piece molecular cluster, C4H11N3O overall at a distorted geometry. Source: OMol25; level of theory: wB97M-V/def2-TZVPD.

Energy relative to the best compared isomer or geometry (same formula, charge and spin) (eV): 7.222
Highest occupied orbital energy (alpha / beta) (eV): -8.482 / -7.417
Multiplicity: 1
Total charge: 0
DFT total energy (a.u.): -398.28877

Geometry (Å):
C (1.10578, -1.83181, 0.09661)
N (1.40855, -0.75463, -0.81813)
C (1.22886, 2.01729, -0.41816)
N (0.65110, 0.96645, 0.02674)
H (2.30080, -0.36157, -0.51916)
H (1.68858, -2.70834, -0.22754)
H (0.05521, -2.11218, 0.00629)
H (1.34709, -1.63937, 1.15009)
H (2.31036, 2.01716, -0.51050)
H (0.68720, 2.89075, -0.77247)
C (-1.40169, 0.35943, 1.29061)
C (-0.85733, 0.86890, -0.03513)
O (-1.74593, -1.05369, -0.91800)
N (-1.14244, 0.17024, -1.22272)
H (-1.83724, -1.45527, -1.79115)
H (-1.18094, 1.90665, -0.19494)
H (-1.03746, -0.64009, 1.51029)
H (-1.08964, 1.03154, 2.09085)
H (-2.49088, 0.32853, 1.25645)

Record 3
An isolated ion of composition CH3F3NS and charge +1 at a distorted geometry. Source: OMol25; level of theory: wB97M-V/def2-TZVPD.

Energy relative to the best compared isomer or geometry (same formula, charge and spin) (eV): 1.751
Highest occupied orbital energy (eV): -17.586
Multiplicity: 1
Total charge: +1
DFT total energy (a.u.): -791.98245

Geometry (Å):
C (-0.06053, 0.15316, -0.07184)
N (-1.01833, 0.97105, -0.79656)
F (-1.21252, -0.76142, -2.55071)
F (-2.88657, -0.82721, -0.98642)
F (-0.99584, 2.37102, -0.38415)
S (-2.10832, 0.34364, -1.75179)
H (0.36341, -0.46507, -0.89566)
H (-0.45414, -0.38510, 0.79374)
H (0.72337, 0.83860, 0.41950)

Record 4
A 13-piece molecular cluster, C17H57F2NO16S overall at a distorted geometry. Source: OMol25; level of theory: wB97M-V/def2-TZVPD.

Highest occupied orbital energy (eV): -9.450
Multiplicity: 1
Total charge: 0
DFT total energy (a.u.): -2537.98285

Geometry (Å):
C (-5.20718, -2.88312, -2.24108)
C (-6.32804, -2.59428, -1.07578)
O (-5.69701, -1.59520, -0.14955)
C (-7.67590, -1.84948, -1.72937)
N (-8.97750, -2.47361, -1.30160)
C (-9.22876, -3.81730, -1.91835)
C (-8.81756, -5.10576, -0.93410)
O (-9.52021, -5.48614, 0.13642)
F (-7.60242, -5.90539, -1.32073)
S (-10.32708, -1.40522, -1.26024)
O (-11.52971, -1.75139, -2.16534)
O (-10.00827, 0.10562, -1.52669)
F (-10.94703, -1.44078, 0.37598)
H (-5.66995, -3.05323, -3.31262)
H (-4.53625, -1.89741, -2.29928)
H (-4.45510, -3.74465, -1.92364)
H (-6.59297, -3.51478, -0.40502)
H (-5.38606, -2.14182, 0.63073)
H (-7.54377, -0.71567, -1.47688)
H (-7.55919, -1.97053, -2.90943)
H (-8.53451, -3.92291, -2.88235)
H (-10.31653, -4.03874, -2.27424)
C (-1.77951, 0.16510, -2.23731)
O (-3.12602, -0.17586, -2.51096)
H (-1.25037, -0.72631, -1.89230)
H (-1.30485, 0.53833, -3.14807)
H (-1.74761, 0.92981, -1.45728)
H (-3.56990, 0.63410, -2.81473)
C (0.99869, 2.44499, -1.99253)
O (0.36896, 1.60398, -1.04366)
H (1.00627, 1.94273, -2.96274)
H (0.44393, 3.38286, -2.07447)
H (2.02671, 2.64342, -1.67940)
H (0.37719, 2.07578, -0.19356)
C (-0.02978, 1.47204, 2.93204)
O (0.67387, 1.79517, 1.74685)
H (-1.10082, 1.59317, 2.75358)
H (0.17644, 0.43505, 3.20811)
H (0.28156, 2.14329, 3.73624)
H (1.62049, 1.67856, 1.93564)
C (2.99577, 4.88166, 2.60150)
O (1.97021, 3.92989, 2.81734)
H (3.79743, 4.71008, 3.32367)
H (3.39056, 4.76996, 1.58871)
H (2.59424, 5.88875, 2.73860)
H (1.27354, 4.10694, 2.16264)
C (3.61217, 3.17470, -4.81964)
O (2.51064, 3.92413, -4.34089)
H (4.42112, 3.22454, -4.08700)
H (3.31268, 2.13298, -4.95826)
H (3.95586, 3.59552, -5.76782)
H (1.80927, 3.86148, -5.01132)
C (6.84127, 1.37705, -3.04659)
O (6.36523, 1.64254, -4.35316)
H (5.99122, 1.32706, -2.36208)
H (7.37018, 0.42088, -3.03776)
H (7.51265, 2.17998, -2.73224)
H (7.14120, 1.68123, -4.93772)
C (4.82049, 1.40673, 3.85316)
O (3.47398, 1.06577, 3.57951)
H (5.34963, 0.51532, 4.19817)
H (5.29515, 1.77996, 2.94240)
H (4.85239, 2.17144, 4.63319)
H (3.03010, 1.87573, 3.27574)
C (-6.58783, -4.25316, -5.95429)
O (-7.68936, -3.50372, -5.47554)
H (-5.77888, -4.20332, -5.22165)
H (-6.88732, -5.29488, -6.09291)
H (-6.24414, -3.83234, -6.90247)
H (-8.39073, -3.56638, -6.14597)
C (-4.30671, -1.62351, 3.91402)
O (-4.30156, -2.32651, 2.68520)
H (-4.82201, -0.67011, 3.77574)
H (-4.83175, -2.21277, 4.66979)
H (-3.27810, -1.43644, 4.23215)
H (-3.83813, -3.16732, 2.83886)
C (7.39329, 1.12386, 6.90612)
O (7.39844, 0.42086, 5.67731)
H (6.87799, 2.07726, 6.76784)
H (6.86825, 0.53460, 7.66189)
H (8.42190, 1.31093, 7.22426)
H (7.86187, -0.41995, 5.83096)
C (9.31217, -0.51757, -6.64246)
O (8.21064, 0.23187, -6.16371)
H (10.12112, -0.46773, -5.90982)
H (9.01268, -1.55928, -6.78109)
H (9.65586, -0.09675, -7.59064)
H (7.50927, 0.16921, -6.83415)
C (6.87022, 0.66321, 11.03466)
O (7.57387, 0.98634, 9.84946)
H (5.79918, 0.78434, 10.85619)
H (7.07644, -0.37378, 11.31072)
H (7.18156, 1.33446, 11.83885)
H (8.52049, 0.86973, 10.03825)

Record 5
C3H5N3O as an isolated structure. Source: OMol25; level of theory: wB97M-V/def2-TZVPD.

Energy relative to the best compared isomer or geometry (same formula, charge and spin) (eV): 4.694
Highest occupied orbital energy (eV): -8.310
Multiplicity: 1
Total charge: 0
DFT total energy (a.u.): -356.68488

Geometry (Å):
N (-1.27946, -1.17833, 0.15082)
C (-0.25606, -0.24744, 0.46768)
C (0.10173, 0.36467, 1.70010)
O (1.05574, 1.16485, 1.74458)
N (1.61910, 1.06587, -0.39437)
C (0.63922, 0.24527, -0.45683)
N (0.96213, 0.14924, -1.82843)
H (-1.15581, -2.06293, 0.62866)
H (-2.20296, -0.82779, 0.37534)
H (-0.46707, 0.12936, 2.61933)
H (0.41527, 0.66678, -2.49764)
H (1.51001, -0.63107, -2.15463)

Record 6
A 4-piece molecular cluster, C19H40F3O10 overall. Source: OMol25; level of theory: wB97M-V/def2-TZVPD.

Energy relative to the best compared isomer or geometry (same formula, charge and spin) (eV): 0.000
Highest occupied orbital energy (eV): -1.959
Multiplicity: 1
Total charge: -1
DFT total energy (a.u.): -1799.77552

Geometry (Å):
O (1.80394, -3.85013, -5.95679)
C (1.25018, -4.53856, -5.13700)
O (0.13818, -4.16413, -4.52331)
C (-0.18322, -4.89387, -3.30922)
C (0.08710, -4.04441, -2.07367)
C (1.15978, -4.67650, -1.23662)
O (0.51918, -5.94092, -0.80269)
C (1.36455, -3.85113, 0.01242)
C (2.26839, -2.59637, -0.15972)
O (2.88315, -2.43840, -1.39624)
C (1.50620, -1.33774, 0.22776)
F (0.42535, -1.07458, -0.56242)
F (2.31617, -0.23274, 0.17871)
F (1.05825, -1.41602, 1.52321)
H (1.61365, -5.54531, -4.91385)
H (-1.21833, -5.21592, -3.36033)
H (0.42821, -5.78585, -3.25906)
H (0.35969, -3.05264, -2.43276)
H (-0.86869, -3.91739, -1.51826)
H (0.66926, -6.05553, 0.13326)
H (1.81994, -4.46991, 0.77989)
H (0.37347, -3.52622, 0.39164)
H (3.07850, -2.64406, 0.55891)
H (2.23186, -2.50954, -2.09486)
C (-6.00728, -2.98603, -2.86636)
O (-6.62608, -4.14668, -3.39578)
C (-5.84995, -4.78643, -4.39615)
C (-5.07324, -5.96406, -3.84907)
O (-4.10244, -5.55940, -2.90585)
C (-4.49203, -5.75388, -1.55890)
H (-6.53126, -2.72496, -1.94815)
H (-4.95480, -3.15926, -2.63477)
H (-6.09190, -2.15096, -3.57060)
H (-5.16497, -4.07288, -4.86335)
H (-6.54276, -5.14571, -5.16425)
H (-4.54317, -6.44593, -4.67728)
H (-5.75592, -6.70037, -3.41182)
H (-4.41437, -6.81220, -1.28670)
H (-5.51313, -5.40720, -1.38020)
H (-3.80661, -5.18177, -0.93670)
C (-0.45239, 4.75306, 3.11417)
O (-0.90625, 3.53897, 2.55311)
C (0.08580, 2.88610, 1.76744)
C (0.81395, 1.80561, 2.53119)
O (1.57016, 2.34874, 3.61088)
C (0.93202, 2.22000, 4.86517)
H (-1.16289, 5.05649, 3.88220)
H (0.53349, 4.64008, 3.57092)
H (-0.40964, 5.53555, 2.34642)
H (0.80333, 3.61719, 1.38012)
H (-0.42665, 2.43120, 0.91563)
H (1.51427, 1.31344, 1.85969)
H (0.11065, 1.05148, 2.89384)
H (1.00326, 1.18909, 5.22913)
H (-0.12000, 2.51119, 4.81566)
H (1.44628, 2.87719, 5.56605)
C (3.72798, 5.47275, 2.89207)
O (3.39039, 6.64916, 3.61270)
C (4.28022, 7.72652, 3.39063)
C (3.72680, 8.71539, 2.38750)
O (3.59170, 8.14542, 1.09762)
C (2.27170, 7.72670, 0.79895)
H (2.86069, 4.81461, 2.90687)
H (3.98363, 5.69418, 1.85381)
H (4.56538, 4.95693, 3.37244)
H (5.25656, 7.35898, 3.06021)
H (4.41688, 8.23941, 4.34834)
H (4.42175, 9.55695, 2.30038)
H (2.76614, 9.10618, 2.73758)
H (1.63699, 8.59008, 0.56995)
H (1.83123, 7.16302, 1.62423)
H (2.32171, 7.08392, -0.07797)